[1]
112
Properties=species:S:1:pos:R:3 method="wB97M-V/def2-TZVPD" total_charge=0 smiles="O=C1OC[C@@H](F)O1.O=C1OC[C@@H](F)O1.O=C1OC[C@@H](F)O1.O=C1CCCO1.O=C1CCCO1.O=C1CCCO1.O=C1CCCO1.O=C1CCCO1.O=C1CCCO1.ClCCl.ClCCl"
O -2.0333 -2.6078 -3.5677
C -1.7277 -2.9832 -4.6509
O -1.1410 -4.1216 -4.8748
C -0.8409 -4.1870 -6.3279
C -1.7176 -3.1330 -6.8618
F -2.9178 -3.6536 -7.2552
O -1.9403 -2.2714 -5.7810
H 0.2425 -4.0643 -6.4271
H -0.9124 -5.2017 -6.6432
H -1.3051 -2.5810 -7.7095
O -3.1706 -3.4840 2.4061
C -2.8548 -2.5101 2.9413
O -1.6728 -2.2870 3.6336
C -1.5932 -0.9485 4.1204
C -2.9196 -0.3328 3.7559
F -2.7101 0.7200 2.8759
O -3.6076 -1.3161 3.0507
H -1.2580 -0.9856 5.2131
H -0.8037 -0.4235 3.5836
H -3.5220 -0.1006 4.6554
O -2.3980 4.4168 -3.0661
C -2.6736 3.3523 -3.4595
O -1.9825 2.2554 -3.0224
C -2.5288 1.1088 -3.6351
C -3.7635 1.5801 -4.3018
F -4.8971 1.2691 -3.6245
O -3.6318 2.9883 -4.3106
H -1.8359 0.8941 -4.4754
H -2.6382 0.2393 -2.9731
H -3.8297 1.3120 -5.3472
O 0.5003 6.1447 2.7353
C -0.4535 5.8081 2.1118
C -0.5217 5.0686 0.8318
C -2.0359 4.7273 0.6548
C -2.5943 5.9202 1.4807
O -1.6581 6.2298 2.5118
H -0.2551 5.7118 -0.0034
H 0.1889 4.2544 0.9717
H -2.3053 4.7076 -0.3699
H -2.2116 3.7473 1.1626
H -2.8099 6.8285 0.8948
H -3.5486 5.7189 1.9408
O 3.0687 -0.2391 4.1128
C 2.7634 -1.3517 3.6675
C 3.7348 -2.3417 3.2030
C 2.8550 -3.4660 2.5676
C 1.4968 -3.2022 3.1929
O 1.5344 -1.8501 3.5847
H 4.3817 -1.8003 2.5064
H 4.3792 -2.5814 4.0365
H 2.8875 -3.4423 1.4645
H 3.2401 -4.4692 2.7997
H 0.6224 -3.2735 2.5583
H 1.4287 -3.8402 4.0838
O 4.1316 5.3924 2.0896
C 3.7301 4.8917 3.0955
C 3.0454 5.6866 4.2128
C 2.8164 4.5733 5.2390
C 3.7366 3.4348 4.7650
O 3.8239 3.5366 3.3487
H 3.6508 6.4404 4.7453
H 2.1687 6.1890 3.7842
H 3.0369 4.8926 6.2794
H 1.7789 4.2448 5.1515
H 4.7519 3.4268 5.1094
H 3.2745 2.4658 4.8552
O 3.2776 -1.0735 -0.1406
C 3.1145 0.0898 -0.2539
C 3.2064 1.1963 0.8300
C 2.6803 2.4491 0.1477
C 2.7495 2.0731 -1.3865
O 2.7069 0.6761 -1.4358
H 2.6149 0.8257 1.6795
H 4.2369 1.3769 1.1868
H 1.6507 2.7111 0.4484
H 3.3147 3.2995 0.3393
H 1.8370 2.4614 -1.9217
H 3.6480 2.5243 -1.8467
O 1.3553 -4.0063 -0.4761
C 1.0876 -5.0752 -0.8958
C -0.0993 -5.5611 -1.7518
C 0.2393 -6.9716 -2.2004
C 1.1812 -7.4206 -1.0752
O 1.7937 -6.1996 -0.6640
H -0.9349 -5.6167 -1.0620
H -0.4132 -4.7892 -2.4719
H -0.6049 -7.6141 -2.2400
H 0.6469 -7.0332 -3.1741
H 0.6004 -7.8605 -0.2878
H 1.9636 -8.1254 -1.3041
O -0.3167 1.6095 1.6307
C -0.4333 0.7235 0.8357
C -0.8865 0.8109 -0.5609
C -1.1727 -0.5895 -0.9991
C -0.1332 -1.3334 -0.1198
O 0.0254 -0.4978 1.0929
H -1.7549 1.5038 -0.4922
H -0.0863 1.2993 -1.1312
H -2.1734 -0.8182 -0.7127
H -1.0066 -0.7605 -2.0734
H -0.3573 -2.3269 0.2797
H 0.8411 -1.3236 -0.5126
Cl 2.5191 -3.2884 -3.9461
C 1.5174 -2.0128 -3.2289
Cl 1.1866 -0.6884 -4.4489
H 0.5207 -2.3695 -2.9209
H 2.1540 -1.5382 -2.4428
Cl -4.9494 0.3885 0.2126
C -5.8128 1.5938 -0.7805
Cl -4.9117 3.1149 -0.9828
H -5.9751 1.2560 -1.8267
H -6.6958 1.7828 -0.2126



[2]
11
Properties=species:S:1:pos:R:3 method="wB97M-V/def2-TZVPD" de_lowest_ev=3.893 total_charge=0
C 0.3625 -1.0576 0.2392
C 0.6957 1.1732 -1.2548
C 0.5155 0.2652 -0.1251
O 2.9030 -1.7473 0.4282
O 4.5197 0.1071 0.3493
O 0.2629 2.2914 -1.1898
S 3.1465 -0.3062 0.4503
H 0.4241 -1.0740 1.3527
H 0.5411 -2.0446 -0.3701
H 1.2952 0.7374 -2.1184
H 0.2802 0.9386 0.6598



| no. | highest occupied orbital energy (Ha) | gap between HOMO and LUMO (hartree) |
| --- | --- | --- |
| 1 | -0.342 | 0.3455 |
| 2 | -0.376 | 0.3184 |